[1]
Formula: C22H26N3
Source: OMol25
Level of theory: wB97M-V/def2-TZVPD

Output
Energy above the lowest of the compared OMol25 structures with the same formula, charge and spin in kcal per mole: 36.0
Energy in Eh: -1017.9193
SMILES: Cc1ccc(/C=C/[C@H](c2ccc(C)cc2)[N+]2=C3NCCN3CC2)cc1
Net charge: +1

CARTESIAN COORDINATES (ANGSTROEM)
C 5.44392 -2.27120 -1.58083
C 4.13100 -1.55654 -1.34803
C 4.10368 -0.16006 -1.30427
C 2.88383 0.49404 -1.19156
C 1.73279 -0.19873 -0.80253
C 0.49885 0.64078 -0.38591
C -0.79075 -0.08814 -0.86329
C -2.03255 0.42704 -1.04671
C -3.27788 -0.29026 -1.29651
C -4.50536 0.42424 -1.37670
C -5.73342 -0.22833 -1.52081
C -5.81102 -1.63009 -1.58341
C -7.13139 -2.33111 -1.67415
C -4.60349 -2.34603 -1.52109
C -3.37128 -1.70647 -1.35531
C 1.73069 -1.58972 -0.99697
C 2.93009 -2.26833 -1.23999
H 5.28772 -3.35577 -1.61648
H 5.94047 -1.94198 -2.50994
H 6.14613 -2.07608 -0.75916
H 5.02421 0.41658 -1.32377
H 2.81335 1.56567 -1.45845
H 0.49847 1.61285 -0.99168
H -0.60803 -0.98905 -1.49541
H -2.14532 1.53354 -1.03971
H -4.48308 1.51468 -1.30569
H -6.66167 0.34982 -1.56672
H -6.99143 -3.40887 -1.72158
H -7.79184 -2.09434 -0.83607
H -7.67942 -2.04564 -2.57112
H -4.66756 -3.43415 -1.58604
H -2.45803 -2.29736 -1.24882
H 0.83255 -2.19950 -0.99431
H 2.96372 -3.36007 -1.30935
C -0.43555 1.30412 1.95780
C 0.10955 1.85860 3.28501
N 1.46596 2.13163 2.95746
C 2.58061 2.63038 3.75458
C 3.69926 2.61138 2.73188
N 3.09871 2.04436 1.52111
C 1.78287 1.74344 1.72915
N 0.71718 1.18757 1.08747
H -0.89520 0.30281 2.10823
H -1.21863 1.98830 1.55246
H -0.38437 2.77392 3.61307
H 0.03173 1.12430 4.09257
H 2.35966 3.65594 4.10696
H 2.75246 1.95956 4.61424
H 4.02159 3.63564 2.58081
H 4.53763 2.01502 3.07233
H 3.55861 1.92162 0.65724

Atom charges from the Mulliken analysis, given in e for atoms 1 to 6: -1.3743, 0.8275, -0.1848, -1.1631, 0.3650, 0.5064


[2]
Formula: C5H6O
Source: OMol25
Level of theory: wB97M-V/def2-TZVPD

Output
Energy above the lowest of the compared OMol25 structures with the same formula, charge and spin in kcal per mole: 7.0
Energy in Eh: -269.3352
SMILES: Cc1ccoc1

CARTESIAN COORDINATES (ANGSTROEM)
C 0.32754 -1.39019 -1.03411
C 0.08022 -0.25115 -0.08998
C 0.55776 -0.11006 1.17253
O 0.15995 1.06657 1.71939
C -0.59364 1.69330 0.78671
C -0.68823 0.93865 -0.33425
H -0.34069 -2.23672 -0.83700
H 1.35769 -1.75106 -0.94936
H 0.17134 -1.07958 -2.07098
H 1.17337 -0.73530 1.80395
H -0.96677 2.66774 1.06380
H -1.23855 1.18781 -1.23070

Atom charges from the Mulliken analysis, given in e for atoms 1 to 6: -1.1187, 0.8059, -0.5379, -0.3255, -0.3384, -0.5312


[3]
Formula: C9H13NO8
Source: OMol25
Level of theory: wB97M-V/def2-TZVPD

Output
Energy above the lowest of the compared OMol25 structures with the same formula, charge and spin in kcal per mole: 29.8
Energy in Eh: -1006.9198

CARTESIAN COORDINATES (ANGSTROEM)
O -2.73743 -1.48773 3.18941
N -2.39498 -1.06342 4.35950
O -1.76873 -1.78619 5.16470
O -2.75569 0.10548 4.65821
C -2.53744 1.15233 -1.20859
C -1.30652 1.53050 -0.41793
C -0.19729 0.45605 -0.67826
C -0.58006 -0.96426 -0.06509
C 0.57204 -1.91067 -0.20481
C 1.74421 -1.59260 -0.77811
C 2.00397 -0.15908 -1.16808
C 1.25609 0.76839 -0.22800
O 1.65940 2.05956 -0.41776
O 1.37538 0.13333 -2.41974
O -0.06560 0.48512 -2.07181
C 3.47902 0.17829 -1.45303
O -0.99549 -0.69633 1.31115
O -1.29459 -1.87984 1.91997
H -3.28483 1.94546 -1.18316
H -2.26636 0.96041 -2.25604
H -2.97594 0.25045 -0.76685
H -0.92102 2.51574 -0.73484
H -1.47989 1.57296 0.67227
H -1.45796 -1.26338 -0.65258
H 0.39238 -2.95033 0.08454
H 2.52032 -2.30266 -1.06134
H 1.36759 0.50187 0.83358
H 1.13573 2.67164 0.15259
H 4.09229 -0.03568 -0.57342
H 3.83776 -0.42423 -2.28767
H 3.58364 1.22883 -1.71882

Atom charges from the Mulliken analysis, given in e for atoms 1 to 6: -0.2413, 1.0287, -0.4920, -0.4448, -1.2645, -0.5687


[4]
Formula: C5H8O2
Source: OMol25
Level of theory: wB97M-V/def2-TZVPD

Output
Energy above the lowest of the compared OMol25 structures with the same formula, charge and spin in kcal per mole: 101.2
Energy in Eh: -345.6437

CARTESIAN COORDINATES (ANGSTROEM)
C -0.93147 -0.17914 1.38397
C 0.05020 0.19740 0.26139
O 1.21602 0.64481 0.90101
C 0.40648 -1.01804 -0.59255
O 1.52325 -0.69902 -1.40305
C -1.43933 2.04037 -0.22021
C -0.51679 1.26857 -0.71115
H -0.55927 -1.06323 1.91470
H -1.92956 -0.39970 1.00154
H -1.01797 0.61311 2.13632
H 1.94724 0.48162 0.28604
H -0.47396 -1.30909 -1.17753
H 0.72067 -1.85027 0.04692
H 1.24456 -0.03963 -2.05240
H -0.24007 1.31223 -1.77501

Atom charges from the Mulliken analysis, given in e for atoms 1 to 6: -1.7238, 1.5890, -0.5599, -0.7513, -0.5317, -0.4777


[5]
Formula: C4H10NP
Source: OMol25
Level of theory: wB97M-V/def2-TZVPD

Output
Energy above the lowest of the compared OMol25 structures with the same formula, charge and spin in kcal per mole: 34.7
Energy in Eh: -554.4295
SMILES: CC/N=P/CC

CARTESIAN COORDINATES (ANGSTROEM)
C 1.73092 0.90808 -0.03365
C -2.04635 -1.08613 -0.07229
C 2.64734 -0.29781 0.60048
C -2.36577 0.34669 -0.49937
N 0.24578 0.71909 -0.33265
P -0.86367 1.45540 -1.10753
H 2.33954 1.20022 -0.94945
H 1.74127 1.73459 0.67024
H -1.58731 -1.06840 0.98018
H -2.94219 -1.78537 -0.01517
H -1.47409 -1.71515 -0.73435
H 3.36829 0.29237 1.17981
H 3.11402 -0.88246 -0.14264
H 2.04122 -0.99760 1.38677
H -2.85154 0.94058 0.30770
H -3.09746 0.23591 -1.23808

Atom charges from the Mulliken analysis, given in e for atoms 1 to 6: -0.3664, -0.9590, -0.8618, -0.5918, 0.0193, -0.1250


[6]
Formula: C42H45N8O5PRuS6SeSi
Source: OMol25
Level of theory: wB97M-V/def2-TZVPD

Output
Energy above the lowest of the compared OMol25 structures with the same formula, charge and spin in kcal per mole: 111.8
Energy in Eh: -7957.9209
Multiplicity: 2
Net charge: +1
<S²>: 0.8199

CARTESIAN COORDINATES (ANGSTROEM)
Ru -0.03694 0.54423 -0.22385
N -0.64743 5.47706 6.40526
C -0.60009 4.30544 5.69742
C -1.71131 3.87904 4.95541
C -1.63167 2.74935 4.16355
C -0.44961 2.02700 4.11270
C 0.66456 2.43245 4.84209
C 0.58899 3.56018 5.62938
S -0.20055 0.76832 2.89749
O 0.47039 -0.37589 3.42452
O -1.46130 0.53808 2.21569
N 0.73262 1.58079 1.80831
C 2.03246 1.11113 1.62850
N 2.90881 1.15524 2.61933
C 4.13039 0.70441 2.34937
C 4.49431 0.24388 1.09488
C 3.50238 0.22110 0.13449
N 2.27297 0.65136 0.40138
H -1.54815 5.87701 6.60102
H 0.06610 5.65029 7.09139
H -2.62766 4.45463 4.99969
H -2.48112 2.41300 3.58248
H 1.57733 1.85676 4.75986
H 1.45084 3.89556 6.19224
H 4.83398 0.72765 3.17310
H 5.49452 -0.09837 0.88200
H 3.67560 -0.14070 -0.87155
C 3.96215 1.06046 -4.32466
S 2.73807 1.39901 -5.62836
C 1.43814 0.26851 -5.27229
C 0.66215 0.22672 -4.17328
S 0.89360 1.27552 -2.75648
S -0.62371 -0.95009 -4.16924
C -0.39141 -1.52065 -5.79421
S -1.35128 -2.64672 -6.48374
S 0.97254 -0.79045 -6.57999
H 4.57906 1.95429 -4.26417
H 4.56963 0.20924 -4.61602
H 3.46021 0.88707 -3.37980
N -1.71808 3.28873 -3.07961
C -1.68024 4.29283 -2.00816
P -1.07025 3.29834 -0.58702
O -1.97308 2.11531 -0.38951
O 0.39286 3.00124 -0.81544
C -1.04555 4.38863 0.95131
N 0.31295 4.24476 1.52864
H -0.19329 2.07165 -2.99025
H -1.89295 3.70313 -3.98710
H -2.45531 2.61804 -2.88834
H -2.64617 4.76949 -1.81435
H -0.93354 5.04864 -2.24973
H -1.78577 4.02789 1.66120
H -1.23956 5.43255 0.70435
H 0.51845 3.13259 1.80087
H 0.50242 4.87327 2.30428
H 0.97936 4.36774 0.76214
O 0.53331 -1.49137 -0.97106
Si 1.54811 -2.71782 -0.82780
C 0.64788 -4.34582 -0.38320
C -0.73079 -4.39398 -0.22133
C -1.35202 -5.58180 0.14968
C -0.59484 -6.72256 0.36259
C 0.78290 -6.68050 0.20098
C 1.40376 -5.49521 -0.16688
C 2.70614 -2.51735 0.65344
C 4.05354 -2.87657 0.67526
C 4.79827 -2.75874 1.84291
C 4.19790 -2.30428 3.00881
C 2.85544 -1.94555 3.00405
C 2.12277 -2.04994 1.83239
C 2.45442 -3.08092 -2.45289
C 3.65615 -2.44850 -2.77669
C 4.30300 -2.71579 -3.97609
C 3.74926 -3.61022 -4.87886
C 2.54903 -4.23781 -4.57675
C 1.91026 -3.97488 -3.37417
H -1.32592 -3.50743 -0.38846
H -2.42794 -5.61270 0.27268
H -1.07614 -7.64795 0.65186
H 1.37848 -7.57000 0.36396
H 2.48153 -5.46781 -0.28682
H 4.52577 -3.25985 -0.22283
H 5.84353 -3.04323 1.84502
H 4.77345 -2.24370 3.92434
H 2.36676 -1.59806 3.90607
H 1.07659 -1.76412 1.83677
H 4.10658 -1.75262 -2.07444
H 5.25441 -2.24618 -4.19793
H 4.25295 -3.81865 -5.81388
H 2.11058 -4.93627 -5.27790
H 0.97908 -4.47969 -3.14160
C -4.92817 -0.37677 -2.42104
N -4.77022 -0.02292 -1.02438
C -3.63872 -0.12751 -0.30611
Se -2.01894 -0.89190 -0.84482
N -3.88713 0.28811 0.94119
C -5.20379 0.68218 1.05272
C -5.95736 1.15742 2.11692
C -7.29202 1.42190 1.86933
C -7.86097 1.22058 0.60856
C -7.11354 0.74500 -0.45339
C -5.77523 0.47551 -0.20709
H -3.98472 -0.77266 -2.79014
H -5.21727 0.50141 -2.99859
H -5.70054 -1.13752 -2.53041
H -3.14222 0.37420 1.62811
H -5.52121 1.29935 3.09616
H -7.91306 1.79174 2.67313
H -8.91127 1.43193 0.46605
H -7.55964 0.58103 -1.42457

Atom charges from the Mulliken analysis, given in e for atoms 1 to 6: 2.4148, -0.5142, 1.0147, -0.7015, -0.6448, -0.5077


[7]
Formula: C23H21BrIrN3O4SbSe4
Source: OMol25
Level of theory: wB97M-V/def2-TZVPD

Output
Energy above the lowest of the compared OMol25 structures with the same formula, charge and spin in kcal per mole: 5.2
Energy in Eh: -13878.8469
Multiplicity: 2
Net charge: -2
<S²>: 0.7596

CARTESIAN COORDINATES (ANGSTROEM)
Ir 0.28963 -2.44899 0.22005
O 2.04633 1.30027 -2.92075
C 0.95275 2.04624 -2.71575
C 1.06630 3.42918 -2.90671
C -0.02084 4.25813 -2.70107
C -1.24634 3.72880 -2.30415
C -1.35642 2.36033 -2.11563
C -0.28032 1.50211 -2.31171
C -0.50079 0.02541 -2.01056
O -1.56186 -0.35021 -1.53592
N 0.56579 -0.74330 -2.35868
N 0.60193 -1.97385 -1.80358
C 1.09616 -2.93612 -2.48885
C 1.23536 -4.21687 -1.81765
C 1.73302 -5.34186 -2.44935
C 1.84829 -6.52351 -1.73590
C 1.45104 -6.55120 -0.41600
C 0.93708 -5.39669 0.15271
N 0.85048 -4.25119 -0.52385
H 1.77263 0.35063 -2.72672
H 2.02974 3.82408 -3.20656
H 0.08893 5.32767 -2.84807
H -2.09909 4.37561 -2.13649
H -2.28539 1.90486 -1.79065
H 1.37657 -2.79854 -3.52528
H 2.02130 -5.27273 -3.48964
H 2.23514 -7.41586 -2.21248
H 1.49507 -7.45590 0.17320
H 0.58432 -5.37454 1.16893
Se -2.37935 -5.65710 0.09310
Sb -2.19949 -3.21813 -0.12368
Se -2.56326 -3.59096 -2.58481
Se -0.11925 -2.80661 2.54605
Se -3.98493 -2.02084 0.95980
C -0.44545 5.52586 2.86421
C -0.42203 4.03351 2.65980
C -1.59948 3.31019 2.54698
C -1.59497 1.93562 2.32142
C -2.87697 1.16639 2.15815
C -0.36947 1.29296 2.20929
C 0.83922 1.98767 2.31659
C 2.16054 1.28131 2.16042
C 0.78856 3.35480 2.54900
C -0.29229 -0.16251 1.88913
O -0.46333 -0.99298 2.86028
O 0.00740 -0.47921 0.72527
H -1.45362 5.87621 3.08965
H -0.10383 6.04514 1.96524
H 0.21072 5.82377 3.68492
H -2.55350 3.82396 2.61591
H -3.73887 1.83276 2.19272
H -2.98886 0.40582 2.93443
H -2.89877 0.61950 1.21544
H 2.23257 0.40823 2.81369
H 2.98488 1.95580 2.39354
H 2.29228 0.90436 1.14428
H 1.72147 3.90535 2.62853
Br 2.88323 -1.94287 0.50780

Atom charges from the Mulliken analysis, given in e for atoms 1 to 6: 1.0017, -0.7289, 0.4239, -0.6614, -0.2962, -0.8100


[8]
Formula: ClH3OSi
Source: OMol25
Level of theory: wB97M-V/def2-TZVPD

Output
Energy above the lowest of the compared OMol25 structures with the same formula, charge and spin in kcal per mole: 21.9
Energy in Eh: -826.5351
Multiplicity: 3
<S²>: 2.0092

CARTESIAN COORDINATES (ANGSTROEM)
O -0.62777 -1.15321 0.35936
Si 0.16966 0.33830 0.09779
Cl 2.09784 0.36204 0.30083
H -1.17434 -1.34343 -0.42324
H -0.50254 1.19088 1.15850
H 0.03715 0.60542 -1.49325

For each atom in turn, the Mulliken charge in e is: -0.3646, 0.0643, -0.0719, 0.3140, 0.0141, 0.0441


[9]
Formula: C3Cl3NO
Source: OMol25
Level of theory: wB97M-V/def2-TZVPD

Output
Energy above the lowest of the compared OMol25 structures with the same formula, charge and spin in kcal per mole: 8.1
Energy in Eh: -1624.8635
SMILES: Clc1nc(Cl)c(Cl)o1

CARTESIAN COORDINATES (ANGSTROEM)
C 1.45182 -0.17531 -0.00697
C -0.59918 -0.70364 0.02567
C -0.55505 0.60364 -0.07895
N 0.65717 -1.21958 0.15594
O 0.79715 0.98029 0.00325
Cl 3.07461 -0.02689 -0.02851
Cl -2.03598 -1.61970 -0.03739
Cl -1.78940 1.78464 0.02143

Atom charges from the Mulliken analysis, given in e for atoms 1 to 6: 0.6190, 0.3766, 0.2152, -0.5059, -0.2664, -0.1334


[10]
Formula: C8H9GaN2O5S
Source: OMol25
Level of theory: wB97M-V/def2-TZVPD

Output
Energy above the lowest of the compared OMol25 structures with the same formula, charge and spin in kcal per mole: 89.1
Energy in Eh: -3118.0828
Net charge: +2

CARTESIAN COORDINATES (ANGSTROEM)
O 1.65217 4.38303 -0.40000
C 2.70253 3.98065 -0.12443
Ga 1.72647 -0.87982 0.54792
O 0.30287 1.12160 -1.18247
C 1.34920 0.76511 -0.71684
C 1.91944 -2.28098 -1.17634
O 1.94216 -2.99830 -2.07634
C 3.99165 1.33400 -0.27666
O 5.00715 1.10477 0.26479
C 2.69519 1.42930 -0.88074
O 2.85102 2.51206 -1.61405
H 2.83714 -1.55752 1.43490
C -2.61841 -2.00364 -0.29090
N -1.28145 -1.69235 0.21972
C -1.10723 -0.79759 1.21083
S 0.20909 -0.91186 2.31288
N -1.93632 0.24232 1.37177
C -2.63499 0.91654 0.26844
H -2.94150 -1.23686 -0.99628
H -3.36649 -2.11557 0.50473
H -2.56416 -2.94212 -0.83872
H -0.64123 -2.49631 0.23175
H -1.64265 0.84437 2.14454
H -3.59044 0.39705 0.10861
H -2.82397 1.94226 0.61420
H -2.03724 0.93985 -0.66129

Atom charges from the Mulliken analysis, given in e for atoms 1 to 6: -0.0933, 0.1305, 0.5819, -0.4092, 0.5901, 0.3974


[11]
Formula: C28H25BrPbSi
Source: OMol25
Level of theory: wB97M-V/def2-TZVPD

Output
Energy above the lowest of the compared OMol25 structures with the same formula, charge and spin in kcal per mole: 85.7
Energy in Eh: -4138.0595

CARTESIAN COORDINATES (ANGSTROEM)
C -1.17480 -0.75900 -1.81990
C -1.22420 -1.74670 -0.82670
C -1.93720 -1.21250 0.27450
H -0.76380 -2.71670 -0.86570
C -2.34140 0.09350 -0.05610
C -1.84440 0.39480 -1.33200
H -1.96350 1.33120 -1.84800
H -0.70030 -0.85280 -2.78010
H -2.09700 -1.69960 1.21760
H -2.87650 0.76590 0.58570
Pb 0.00000 0.00000 0.00000
Br 0.80730 -1.84390 1.57970
C 1.96790 1.14370 0.35340
C 1.14740 1.91110 -0.50930
C 0.98500 1.18550 -1.69760
H 0.69430 2.85520 -0.26910
C 1.69130 -0.04000 -1.56910
C 2.32250 -0.04040 -0.31670
H 2.91620 -0.83670 0.08800
H 2.22970 1.39600 1.36340
H 0.41510 1.49800 -2.55380
H 1.74630 -0.82660 -2.30080
C -1.07200 5.43240 3.44320
C 0.07100 5.01360 2.75940
C 0.28930 3.65260 2.52520
C -0.63890 2.69640 2.96570
C -1.78240 3.12940 3.65990
C -1.99680 4.48970 3.89470
Si -0.29440 0.87730 2.70980
C 1.18310 0.64840 3.90070
C 2.43790 0.09120 3.56790
C 3.43960 -0.05450 4.53100
C 3.21380 0.34910 5.84420
C 1.98380 0.90120 6.19730
C 0.97820 1.05040 5.23580
C -1.61850 -0.20980 3.50820
C -1.23710 -1.26850 4.35740
C -2.19820 -2.09970 4.93930
C -3.55280 -1.88520 4.68800
C -3.94740 -0.83740 3.85580
C -2.98840 -0.00560 3.26820
H -1.23640 6.48510 3.63250
H 0.79400 5.74350 2.41940
H 1.19090 3.35440 2.01460
H -2.50440 2.43060 4.04670
H -2.87630 4.81190 4.43760
H 2.67640 -0.25590 2.58300
H 4.39330 -0.48810 4.25620
H 3.99190 0.22850 6.58730
H 1.80710 1.20900 7.21940
H 0.03030 1.47480 5.54220
H -0.19680 -1.47290 4.56670
H -1.89040 -2.91350 5.58320
H -4.29650 -2.52950 5.13890
H -4.99890 -0.66690 3.66490
H -3.32930 0.80070 2.64510

Atom charges from the Mulliken analysis, given in e for atoms 1 to 6: -0.4304, -1.0839, -0.4126, 0.4892, 0.0292, -1.1178